(1)
{"formula": "C4H3O2S", "method": "the ωB97M-V functional and the def2-TZVPD basis", "symbols": ["C", "C", "C", "C", "O", "O", "S", "H", "H", "H"], "coordinates": [[-2.508, 0.731, -0.142], [2.492, 0.007, 0.053], [-1.379, -0.016, -0.221], [-0.524, -0.862, 0.152], [0.078, -1.862, 0.346], [1.450, 0.641, 0.066], [4.024, 0.605, 0.032], [-3.009, 1.000, -1.044], [-2.974, 0.858, 0.819], [2.349, -1.102, -0.060]], "forces_ev_per_a": [[2.46, -2.27, 0.10], [-0.71, -1.52, -0.68], [-3.45, 3.01, -0.59], [2.42, -2.59, 0.66], [-0.49, 0.81, -0.06], [-1.77, 0.91, 0.31], [1.81, 0.44, 0.14], [-0.37, 0.52, -0.37], [-0.23, 0.49, 0.20], [0.34, 0.20, 0.29]], "mulliken_charge": [-0.6503, 0.0023, -0.1193, 0.7130, -0.4844, -0.5462, -0.5159, 0.2373, 0.2432, 0.1203], "total_energy_ev": -19125.392, "lumo_ev": 2.86, "charge": -1, "relative_energy_kj_mol": 171.8, "orbital_gap_ev": 6.2}

=====

(2)
{"formula": "C5H7NO2", "method": "the ωB97M-V functional and the def2-TZVPD basis", "symbols": ["C", "C", "C", "C", "C", "H", "H", "H", "H", "H", "H", "H", "N", "O", "O"], "coordinates": [[0.960, -0.391, 0.083], [0.425, 0.528, -1.133], [0.212, 0.763, 0.767], [-1.335, 0.494, 0.336], [-1.133, 0.272, -1.034], [-0.098, -1.924, 1.046], [1.781, -2.070, 0.844], [1.953, -0.099, 0.276], [1.058, 0.313, -2.006], [0.330, 1.125, 1.852], [-2.249, 0.979, 0.856], [-1.808, 0.816, -1.634], [0.820, -1.731, 0.313], [0.603, 1.745, -0.311], [-1.518, -0.819, -0.257]], "forces_ev_per_a": [[-0.80, 4.46, -0.02], [0.30, -2.18, 0.09], [-2.34, 1.12, 1.97], [0.36, 0.60, 3.54], [1.84, 1.48, -1.57], [3.61, 0.44, -2.87], [-3.52, 0.85, -1.58], [1.53, 0.43, -0.56], [-0.75, 1.17, -0.25], [0.16, -0.39, -1.65], [1.75, -0.88, -1.12], [-0.80, -0.29, -1.46], [-0.48, -4.20, 4.75], [-0.23, -2.86, 0.44], [-0.63, 0.25, 0.29]], "mulliken_charge": [-0.3550, -0.1928, -0.1790, -0.1525, -0.3237, 0.3073, 0.2956, 0.4548, 0.4476, 0.4198, 0.3552, 0.4399, -0.5985, -0.4536, -0.4649], "total_energy_ev": -10878.234, "lumo_ev": 0.85, "charge": 0, "relative_energy_kj_mol": 519.4, "orbital_gap_ev": 10.0}